Here is the ion C5H12NO with charge +1 from OMol25. Energies are from the ωB97M-V functional and the def2-TZVPD basis.

Calculated values
- HOMO (alpha / beta) (Eh) = -0.47606 / -0.40452
- energy (Ha) = -327.25837
- energy relative to the best compared isomer or geometry (same formula, charge and spin) (kJ/mol) = 528.3
- gap between HOMO and LUMO (alpha / beta) (eV) = 9.31 / 5.82
- charge = +1

Structure (XYZ):
```
19
Properties=species:S:1:pos:R:3:forces:R:3:nbo_charge:R:1
C 1.026086 0.006239 0.209343 -1.187 0.473 -0.841 -0.369
C -0.359733 -0.057953 -0.771889 3.467 0.339 0.597 -0.115
C 2.484303 -0.148528 -0.121816 -2.338 0.264 -2.049 0.297
C 0.770696 1.270424 1.069861 -0.734 -0.433 2.043 -0.618
C -2.839962 -0.140391 -0.355068 -1.618 -0.419 0.987 -0.430
N -1.475486 -0.744997 -0.144049 -0.740 1.118 1.912 -0.534
O 2.995306 -0.778053 -1.170008 -3.003 -0.950 0.135 -0.593
H 0.917662 -0.964573 0.690017 -0.600 -0.440 0.794 0.259
H -0.161321 -0.601562 -1.651145 0.227 -0.264 -1.509 0.170
H 3.189973 0.490583 0.264953 1.117 1.665 1.669 0.169
H 0.572997 2.128819 0.421434 0.381 -0.208 0.114 0.245
H 1.589025 1.447037 1.788159 -0.076 0.170 -0.504 0.227
H -0.143100 1.226274 1.798264 1.332 -0.374 -1.542 0.216
H -3.336973 -0.867982 -0.986529 -0.475 0.260 -0.013 0.227
H -3.490729 0.110988 0.556023 1.478 -1.073 -0.796 0.253
H -2.800666 0.794810 -0.836206 0.696 0.947 -0.931 0.249
H -1.557391 -1.691206 -0.399353 -0.036 -1.657 -0.855 0.415
H -1.296047 -0.832703 0.841110 0.066 0.416 0.921 0.427
H 3.915369 -0.647225 -1.203095 2.044 0.167 -0.132 0.506
```
Forces are in eV/Å.